{
  "formula": "C5H3F",
  "method": "wB97M-V/def2-TZVPD",
  "elements": ["C", "C", "C", "C", "C", "F", "H", "H", "H"],
  "coordinates": [[-2.201965, -0.279951, -0.224484], [-3.335145, -0.214114, 0.202997], [0.484931, -0.056656, 0.487617], [-0.732421, -0.616843, -0.341592], [0.426833, -1.474888, 0.205089], [-4.561623, 0.147841, 0.073200], [1.073194, 0.797849, 0.164764], [0.301534, -0.176624, 1.610964], [-0.454479, -0.384265, -1.435935]],
  "atomic_forces_ev_per_a": [[2.6750, -1.5766, 1.7354], [-0.0353, 0.7698, -1.5396], [-0.5032, -1.0052, 3.1010], [0.2526, 0.5747, -2.4130], [-1.6704, 0.7830, -1.6324], [-0.2850, -0.2605, 0.6897], [0.1335, -0.3177, -0.2306], [-0.0195, 1.5414, -1.1750], [-0.5478, -0.5089, 1.4646]],
  "lowdin_charge": [0.036, -0.119, -0.180, -0.287, 0.090, 0.111, 0.093, 0.121, 0.135],
  "spin_multiplicity": 3,
  "total_charge": 0
}

---

{
  "formula": "C14H16N4RbSSbSe4",
  "method": "wB97M-V/def2-TZVPD",
  "elements": ["Rb", "Se", "Sb", "Se", "Se", "Se", "C", "C", "C", "C", "N", "C", "C", "C", "C", "C", "C", "N", "H", "H", "H", "H", "H", "H", "H", "H", "C", "N", "C", "C", "N", "C", "S", "H", "H", "H", "H", "H", "H", "H", "H"],
  "coordinates": [[-0.633815, -0.334052, -0.710147], [2.738906, -5.039125, 0.743195], [1.430526, -3.072873, 0.147958], [2.697043, -0.922776, 0.073638], [-0.473917, -2.671525, 1.723693], [0.438739, -3.282496, -2.155051], [1.776867, 3.582833, 1.261256], [0.947143, 4.657209, 1.521555], [-0.317979, 4.684371, 0.951402], [-0.699062, 3.627563, 0.134338], [0.105864, 2.599102, -0.128599], [1.314016, 2.568715, 0.427553], [-2.062937, 3.565026, -0.470167], [-2.740687, 4.717156, -0.858177], [-4.009491, 4.594870, -1.400572], [-4.561983, 3.332914, -1.533062], [-3.809887, 2.237755, -1.125061], [-2.588988, 2.347585, -0.612082], [2.760326, 3.504348, 1.703859], [1.267336, 5.457693, 2.177808], [-1.008107, 5.489562, 1.167182], [1.912810, 1.682818, 0.219504], [-2.269898, 5.686232, -0.759030], [-4.554035, 5.474394, -1.722716], [-5.548977, 3.187092, -1.950849], [-4.192450, 1.225256, -1.209349], [-5.251367, -2.524004, 0.981196], [-4.381114, -3.335366, 0.173082], [-3.586904, -4.382234, 0.825114], [-2.585741, -4.774313, -0.263157], [-2.693089, -3.658427, -1.191547], [-3.681129, -2.832370, -0.886021], [-4.046380, -1.391855, -1.707848], [-5.982682, -3.164797, 1.479563], [-5.765674, -1.808910, 0.343541], [-4.688013, -1.973666, 1.744826], [-4.225725, -5.208891, 1.142340], [-3.050873, -3.963620, 1.684072], [-2.858688, -5.706321, -0.766189], [-1.569772, -4.837043, 0.127186], [-1.869210, -3.380528, -1.747539]],
  "atomic_forces_ev_per_a": [[-0.1726, 0.0581, -0.0991], [0.0166, -0.0088, 0.0242], [0.0249, 0.0207, -0.0537], [0.0553, -0.0072, 0.0287], [-0.0231, -0.0188, 0.0647], [0.0378, -0.0099, 0.0009], [0.0069, -0.0185, 0.0033], [-0.0037, -0.0080, -0.0094], [0.0113, 0.0229, 0.0203], [-0.0135, -0.0157, -0.0265], [0.0300, -0.0338, 0.0309], [-0.0084, 0.0314, -0.0055], [0.0181, -0.0343, -0.0045], [-0.0013, 0.0247, -0.0073], [-0.0028, 0.0006, 0.0015], [0.0054, -0.0072, 0.0002], [0.0075, -0.0132, -0.0037], [0.0027, 0.0151, 0.0215], [0.0018, -0.0035, -0.0028], [-0.0002, 0.0012, -0.0011], [0.0019, -0.0002, 0.0011], [0.0067, 0.0003, 0.0095], [0.0007, 0.0000, 0.0013], [0.0008, 0.0022, 0.0036], [-0.0005, -0.0015, 0.0012], [-0.0149, 0.0069, -0.0007], [0.0038, 0.0149, 0.0115], [-0.0097, -0.0271, 0.0283], [0.0488, 0.0358, -0.0223], [-0.0424, 0.0323, 0.0176], [-0.0761, 0.0487, -0.0565], [0.0590, 0.0234, -0.0518], [-0.0042, -0.0325, 0.0475], [-0.0050, 0.0034, -0.0037], [-0.0004, -0.0042, -0.0049], [0.0110, -0.0100, 0.0009], [-0.0074, -0.0017, -0.0028], [-0.0241, -0.0158, 0.0194], [0.0168, -0.0114, 0.0103], [0.0081, -0.0043, -0.0185], [0.0344, -0.0550, 0.0262]],
  "lowdin_charge": [0.321, -0.380, -0.443, -0.330, -0.280, -0.252, -0.050, -0.079, -0.036, -0.234, 0.077, -0.121, -0.222, -0.033, -0.083, -0.065, -0.124, 0.114, 0.105, 0.098, 0.100, -0.001, 0.102, 0.098, 0.099, 0.034, -0.095, -0.167, -0.157, -0.174, -0.001, -0.845, 0.528, 0.077, 0.041, 0.094, 0.110, 0.055, 0.112, 0.060, -0.053],
  "total_charge": -2
}

---

{
  "formula": "C9H10NP",
  "method": "wB97M-V/def2-TZVPD",
  "elements": ["N", "C", "C", "C", "C", "C", "C", "C", "P", "C", "C", "H", "H", "H", "H", "H", "H", "H", "H", "H", "H"],
  "coordinates": [[3.038700, 2.996011, 3.002907], [2.284854, 2.449589, 2.343119], [1.381154, -0.846159, -2.324990], [0.496450, 0.270564, -2.398360], [2.141239, -1.125331, -1.199992], [0.318191, 1.090013, -1.175171], [1.942872, -0.376182, -0.016372], [1.019767, 0.691371, 0.088241], [0.828922, 1.672167, 1.668127], [-1.165341, 0.275608, 2.976053], [-0.908019, 1.677729, 2.312662], [1.371158, -1.599321, -3.154082], [-0.070157, 0.458884, -3.356295], [2.845914, -1.929970, -1.000746], [-0.483356, 1.825962, -1.045724], [2.512686, -0.687405, 0.872141], [-2.084724, 0.326017, 3.642404], [-1.427884, -0.320178, 2.082731], [-0.205006, -0.091822, 3.410977], [-1.587463, 1.821278, 1.457054], [-1.137238, 2.533891, 2.928033]],
  "atomic_forces_ev_per_a": [[1.5558, 0.8744, 0.8689], [-3.3150, -1.4052, -1.2087], [-0.6282, -0.2784, -0.9782], [-0.0547, 0.7265, 2.3431], [-0.5636, 1.0046, 1.8080], [0.9509, -2.7036, 0.4460], [-0.2868, 0.4904, 0.1923], [-0.0947, 0.7410, -2.3710], [0.8606, -0.3817, -1.5099], [-0.6964, 0.8513, -0.6991], [0.1910, -0.5572, 0.2337], [0.2572, 1.0607, 0.5749], [0.6286, -0.0888, 1.4350], [-0.2592, -0.1664, -1.0260], [0.5603, -0.0030, -0.5841], [-0.3359, 0.2925, -0.3917], [1.3699, -0.2760, -0.5206], [0.1938, -0.3973, 0.7726], [-1.2504, 0.1514, 0.0820], [0.4823, -0.1476, 0.0353], [0.4345, 0.2122, 0.4978]],
  "lowdin_charge": [0.054, -0.468, -0.116, -0.067, -0.100, -0.052, -0.122, -0.366, 0.967, -0.170, -0.405, 0.113, 0.109, 0.103, 0.081, 0.102, 0.084, 0.062, 0.062, 0.067, 0.063],
  "smiles": "CCP(C#N)c1ccccc1",
  "total_charge": 0
}

---

no.,E_tot (Eh)
1,-291.8471
2,-11030.5540
3,-744.9380